No. 1
The following is a quantum chemistry calculation of 5 unconnected molecules or ions with the total composition C51H52Br2F4N2O5P, from OMol25.

Geometry as XYZ:
```
117
Properties=species:S:1:pos:R:3:forces:R:3
C 0.0201 -5.4074 4.9624 -2.6 10.2 -0.8
C -0.3798 -4.0372 4.9829 2.6 -9.0 -1.6
C -0.9019 -2.4939 4.6046 0.2 -1.3 0.4
C -0.1817 -1.9237 3.2481 1.6 0.7 -4.2
C 0.9932 -0.7324 3.2256 -0.4 -1.5 -1.0
C 1.4571 -0.0706 4.6873 0.0 1.0 -1.1
C 0.7668 1.4435 4.7095 -0.5 0.1 -0.7
C -0.6134 1.5287 5.5904 -0.2 1.9 0.4
C -1.9063 2.1586 4.7394 -0.1 -1.2 0.3
C -2.4481 1.0406 3.6252 0.0 0.4 0.6
C -4.0934 0.9192 3.5832 0.4 -2.2 0.0
O -4.7521 1.9375 2.7376 -2.4 -2.6 -0.2
C -6.1279 1.4172 2.4435 -5.5 -0.7 4.5
O -7.0674 1.3769 3.4291 6.6 0.5 -6.1
C -6.6219 0.9125 0.9541 -1.6 2.7 -2.6
C -7.4565 1.8275 0.0778 2.0 -2.3 2.8
N 1.6859 -0.2360 2.0036 -3.7 -3.4 2.7
N 1.3397 -0.7940 0.8127 -2.6 -1.9 -1.0
C 2.1307 -0.2705 -0.4100 2.0 -0.5 -0.8
C 3.2859 0.8227 -0.0205 -0.4 1.2 -1.0
C 2.5904 2.3147 0.0512 -1.5 3.7 -0.2
C 2.0915 2.9413 -1.4165 -0.5 2.1 2.2
C 1.4177 4.4221 -1.6153 1.4 -1.9 4.4
C 1.2176 5.3430 -0.2572 1.9 -4.2 0.0
C 1.6944 4.7327 1.1904 0.5 -1.6 -2.6
C 2.3873 3.2256 1.3984 -1.3 1.1 -4.8
C 0.3124 -1.8418 0.4625 -0.4 -0.2 3.0
C 0.0645 -2.3058 -1.0913 2.2 -2.2 -0.5
Br -1.4330 -1.3344 -2.0769 2.0 -1.0 1.5
C 0.8203 -3.3555 -1.8272 -3.0 3.2 0.8
C 0.3831 -3.5919 -3.4164 -0.2 0.1 0.5
Br 2.2692 -4.3950 -0.9222 -1.8 1.4 -1.1
C -0.5604 -2.5060 1.7258 4.1 3.0 1.8
P -1.8602 -3.8621 1.3907 -5.4 -0.1 -4.7
O -2.9604 -3.2155 0.4055 4.3 -1.9 3.9
O -2.7144 -4.4389 2.7930 1.6 2.5 -2.0
O -1.1898 -5.2248 0.4798 -1.8 2.4 2.2
H 0.4638 -6.4805 4.7737 -1.2 2.8 0.8
H -0.7198 -1.8582 5.5706 -0.1 -1.0 -2.2
H -2.0621 -2.4937 4.4083 2.4 -0.2 0.4
H 1.1434 -0.7267 5.6057 0.5 1.2 -2.1
H 2.6164 0.1048 4.7591 -2.3 -0.7 -0.6
H 0.4729 1.7014 3.5843 0.8 -0.4 2.4
H 1.5559 2.2721 5.0479 -1.8 -2.0 -0.6
H -0.9265 0.5358 6.1253 0.7 1.7 -1.2
H -0.4095 2.3253 6.4551 -0.5 -1.9 -1.7
H -2.7853 2.2621 5.5232 1.8 0.1 -1.6
H -1.6401 3.1994 4.2426 -0.6 -2.2 1.1
H -1.9756 1.2369 2.5471 -1.2 -0.5 2.3
H -2.0585 -0.0085 4.0402 -1.0 2.1 -1.1
H -4.3249 -0.1315 3.0660 0.6 2.0 1.1
H -4.5842 0.8376 4.6639 1.2 0.6 -2.3
H -6.4033 -0.1733 0.5089 0.5 2.8 1.1
H -8.2573 2.5530 0.5819 2.6 -1.1 -1.3
H -7.3167 1.7843 -1.0977 -0.9 -0.5 2.7
H 2.6925 -1.2270 -0.8378 -1.3 1.9 0.9
H 1.4285 0.1366 -1.2541 1.1 -0.7 2.0
H 3.9501 0.5469 0.9022 -1.6 0.5 -1.7
H 4.0309 0.8629 -0.9527 -1.8 -0.2 2.0
H 2.2514 2.2834 -2.3982 -0.3 1.5 2.4
H 1.0852 4.7976 -2.6819 0.8 -0.9 2.5
H 0.7528 6.4116 -0.3918 1.1 -2.4 0.6
H 1.5758 5.4076 2.1491 0.2 -1.5 -2.2
H 2.7265 2.8056 2.4363 -0.8 1.1 -2.2
H -0.7771 -3.8683 -3.4560 2.6 0.5 0.3
H 0.4676 -2.5501 -3.9913 0.1 -2.4 1.3
H 1.0222 -4.4275 -3.9359 -1.3 1.8 1.3
H -3.3443 -3.6731 3.0362 1.1 -1.7 -0.8
H -1.9575 -5.5624 -0.0868 1.1 0.9 1.1
F 2.4354 -3.7149 -5.5763 -0.2 0.5 0.2
C 3.1336 -4.7178 -6.1252 0.8 -1.1 -0.6
C 4.5201 -4.7244 -6.0196 -0.1 0.1 0.1
C 5.2471 -5.7711 -6.5865 -0.5 -0.1 -0.2
C 4.5793 -6.7951 -7.2628 0.0 0.2 -0.1
C 3.1877 -6.7769 -7.3678 0.3 0.3 0.1
C 2.4604 -5.7360 -6.7912 -0.1 0.1 0.1
H 5.0221 -3.9162 -5.4977 -0.1 -0.1 0.0
H 6.3309 -5.7895 -6.5027 -0.2 0.0 0.0
H 5.1471 -7.6090 -7.7087 -0.1 0.2 0.1
H 2.6705 -7.5728 -7.8982 0.1 0.2 0.1
H 1.3777 -5.7108 -6.8556 0.1 0.0 0.0
F -3.4839 6.8383 0.1498 0.3 0.1 -0.1
C -4.6119 6.3988 0.7235 -1.0 -0.4 0.5
C -5.7147 7.2425 0.7993 0.1 0.0 0.0
C -6.8910 6.7836 1.3919 0.3 -0.4 0.0
C -6.9479 5.4883 1.9125 0.0 0.1 -0.1
C -5.8340 4.6508 1.8361 -0.2 0.4 -0.1
C -4.6616 5.1062 1.2335 0.1 0.0 0.0
H -5.6493 8.2482 0.3970 0.0 -0.1 0.0
H -7.7612 7.4327 1.4492 0.2 -0.1 0.0
H -7.8641 5.1323 2.3786 0.2 0.1 -0.1
H -5.8793 3.6446 2.2456 0.0 0.7 -0.1
H -3.7893 4.4655 1.1576 -0.1 0.1 0.0
F 4.3275 -8.6192 -5.1804 0.1 -0.1 0.0
C 3.6403 -8.9181 -4.0700 -0.5 -0.3 0.8
C 3.0099 -7.9015 -3.3610 0.0 0.1 0.0
C 2.2900 -8.2129 -2.2076 0.2 -0.5 -0.2
C 2.2177 -9.5375 -1.7696 0.0 0.1 0.0
C 2.8582 -10.5502 -2.4852 0.0 0.4 -0.1
C 3.5685 -10.2400 -3.6446 0.0 0.0 0.0
H 3.0840 -6.8773 -3.7118 0.0 -0.1 -0.1
H 1.7870 -7.4264 -1.6505 0.1 -0.1 -0.1
H 1.6599 -9.7794 -0.8674 0.1 0.0 -0.2
H 2.8039 -11.5799 -2.1401 0.0 0.2 -0.1
H 4.0648 -11.0159 -4.2180 0.0 0.1 0.0
F 2.6449 8.4331 1.1367 -0.1 -0.1 0.3
C 2.7927 8.9150 -0.1045 0.2 0.4 -1.1
C 1.6755 9.3582 -0.8040 0.0 -0.1 0.1
C 1.8296 9.8648 -2.0944 0.4 -0.1 0.1
C 3.0992 9.9124 -2.6757 -0.1 0.0 0.0
C 4.2136 9.4604 -1.9674 -0.4 0.0 0.1
C 4.0607 8.9644 -0.6730 0.0 -0.1 0.1
H 0.6963 9.3058 -0.3395 0.1 0.0 0.0
H 0.9636 10.2210 -2.6467 0.1 -0.1 0.1
H 3.2183 10.3034 -3.6839 0.0 -0.1 0.2
H 5.2001 9.4947 -2.4234 -0.2 0.0 0.1
H 4.9173 8.6172 -0.1048 -0.1 0.0 0.0
```
Positions in Å, forces in eV/Å.

Summary:
Total charge: +1
Relative energy (zero: lowest compared OMol25 entry of this formula, charge and spin): 2474.1 kJ/mol
Kohn-Sham gap: 5.415 eV
HOMO energy: -10.462 eV


No. 2
The following is a quantum chemistry calculation of a molecular structure, C43H49ClFIN5O4RuSSi2, from OMol25.

Geometry as XYZ:
```
108
Properties=species:S:1:pos:R:3:forces:R:3
Ru 1.1848 -1.7425 -1.1452 -1.8 0.9 -0.4
C 0.7321 0.5258 6.4061 0.1 0.2 -0.2
C 1.3097 1.4537 5.3384 0.0 0.0 0.7
N 0.9485 1.0502 3.9964 -0.1 0.0 -0.4
C 1.8331 0.2933 3.2858 -0.3 0.1 -0.4
C 1.6495 -0.0798 1.9976 0.0 -0.1 -0.2
C 2.7954 -0.8012 1.3211 0.5 -0.2 -0.1
O 3.8166 -1.0123 1.9656 -0.2 0.1 0.4
O 2.6813 -1.0641 0.0800 -0.1 0.1 -0.2
C 0.4544 0.3175 1.2894 0.9 -1.6 -2.6
O 0.1899 -0.0037 0.0923 0.3 0.4 3.4
C -0.4474 1.1432 2.0279 -2.2 1.6 0.6
C -1.6146 1.6569 1.3883 1.3 -0.6 0.6
C -2.4886 2.4622 2.0646 -0.8 0.5 0.1
F -3.5691 2.9787 1.4115 0.5 -0.2 0.3
C -2.3094 2.7483 3.4139 2.0 -1.1 0.3
C -1.1626 2.2140 4.0736 -1.9 1.0 -0.5
C -0.2165 1.4774 3.3896 0.5 -0.5 -0.6
N -3.1952 3.5238 4.2773 0.3 -0.3 0.0
C -2.6146 4.7922 4.8002 0.5 0.5 0.2
C -3.3288 5.0873 6.1343 0.0 0.2 0.3
N -4.4753 4.1955 6.2203 -0.2 0.1 0.3
C -5.3357 4.3587 5.0597 -0.2 0.2 0.1
C -4.5657 3.8253 3.8268 -1.0 0.0 -0.4
H 1.0337 0.8596 7.3960 0.0 0.0 0.1
H 1.1020 -0.4838 6.2536 0.0 -0.1 0.0
H -0.3537 0.5011 6.3590 -0.1 -0.1 0.0
H 2.4001 1.4436 5.4067 -0.1 0.1 -0.1
H 0.9793 2.4840 5.5043 0.1 -0.1 -0.1
H 2.7466 0.0068 3.7858 0.1 0.0 0.0
H -1.7719 1.4093 0.3527 0.0 0.0 -0.5
H -1.0767 2.3956 5.1316 0.1 0.0 0.2
H -2.7725 5.5816 4.0633 0.0 -0.2 -0.1
H -1.5414 4.6562 4.9301 -0.2 0.0 0.0
H -3.6091 6.1496 6.1845 0.1 -0.1 -0.1
H -2.6724 4.8662 6.9780 0.0 0.1 -0.1
H -4.9832 4.3370 7.0841 0.1 -0.1 0.0
H -3.3307 2.9616 5.1354 -0.1 0.0 -0.1
H -5.6179 5.4120 4.9071 0.0 -0.2 -0.1
H -6.2477 3.7832 5.2177 0.1 0.1 -0.1
H -4.5263 4.5706 3.0306 0.1 -0.2 0.1
H -5.0218 2.9190 3.4280 0.2 0.0 0.1
C 3.2770 -4.2549 -0.6538 0.2 0.7 -0.2
Si 4.0337 -2.9615 -1.8405 0.2 -0.5 -0.3
C 4.9307 -4.0014 -3.1863 -0.3 0.4 0.5
C 5.3622 -1.8846 -1.0048 -0.6 -0.3 -0.1
C 2.6169 -1.9758 -2.7208 0.5 -0.5 1.6
C 1.7012 -2.8692 -3.4197 -0.3 -0.5 -0.4
C 1.8585 -3.5665 -4.6170 -0.1 0.0 0.0
C 0.8606 -4.4322 -5.0228 0.0 0.2 0.2
C -0.2720 -4.5812 -4.2283 0.0 0.1 0.0
C -0.3875 -3.8291 -3.0741 -0.3 -0.1 0.0
N 0.5678 -2.9847 -2.6940 0.7 -0.4 -0.4
Si 3.0712 -0.3827 -3.6634 -0.2 0.6 -0.3
C 3.2662 1.0643 -2.4412 0.1 -0.6 -0.3
C 4.6928 -0.6085 -4.6622 -0.6 -0.1 0.5
C 1.7082 -0.0638 -4.9690 0.5 -0.2 0.5
H 4.0587 -4.7632 -0.0946 0.3 -0.1 0.0
H 2.7049 -5.0131 -1.1885 -0.1 0.0 -0.1
H 2.6192 -3.7857 0.0764 0.0 -0.1 0.0
H 5.6825 -4.6225 -2.7112 0.2 -0.2 0.2
H 5.4390 -3.3826 -3.9152 0.1 0.2 -0.2
H 4.2562 -4.6625 -3.7198 -0.2 -0.1 -0.1
H 6.3016 -2.4270 -0.9525 0.2 -0.2 -0.1
H 5.0674 -1.6287 0.0078 -0.1 0.0 0.1
H 5.5367 -0.9571 -1.5391 0.0 0.2 -0.2
H 2.7538 -3.4252 -5.1999 0.1 0.0 0.0
H 0.9556 -4.9908 -5.9426 0.0 0.0 -0.1
H -1.0588 -5.2621 -4.5093 -0.1 0.0 0.0
H -1.2675 -3.9047 -2.4469 0.1 0.1 0.1
H 4.3069 1.2315 -2.1822 0.3 0.0 0.0
H 2.7231 0.8465 -1.5225 0.0 0.1 -0.1
H 2.8659 1.9847 -2.8543 -0.1 0.1 -0.1
H 5.5521 -0.7633 -4.0206 0.2 0.0 0.2
H 4.8813 0.2807 -5.2553 0.0 0.2 -0.1
H 4.6370 -1.4530 -5.3404 -0.1 -0.2 -0.2
H 0.7346 0.0232 -4.4986 -0.1 0.0 0.2
H 1.6467 -0.8582 -5.7083 0.1 -0.2 -0.1
H 1.8958 0.8678 -5.4971 0.1 0.2 -0.1
Cl -5.1066 -3.5344 2.0610 -0.2 0.0 0.1
C -3.4425 -3.3714 1.5812 0.2 -0.3 0.4
C -2.4767 -4.0550 2.2853 -0.7 0.3 -0.2
C -1.1491 -3.9299 1.9217 1.0 0.0 0.0
I 0.3752 -4.9000 2.9996 -0.3 0.1 -0.1
C -0.7093 -3.1560 0.8397 -0.9 -0.3 0.2
O 0.5175 -3.0855 0.5327 1.9 0.8 -1.4
C -1.7417 -2.4801 0.0931 -0.5 -0.2 0.5
N -1.3526 -1.7984 -0.9938 0.2 0.2 -0.2
C -2.2350 -1.1347 -1.6961 0.2 -0.1 -0.3
C -3.5892 -1.0739 -1.3431 -0.3 -0.3 0.3
C -4.0298 -1.7992 -0.2680 0.0 0.2 -0.2
C -3.1071 -2.5539 0.4861 0.3 0.0 -0.1
H -2.7493 -4.6916 3.1135 -0.1 0.0 0.1
H -1.8699 -0.6259 -2.5752 0.1 0.1 0.1
H -4.2651 -0.4739 -1.9310 -0.1 0.0 -0.1
H -5.0720 -1.8088 0.0171 -0.1 0.0 0.0
S -0.0958 1.2515 -2.1507 0.0 -0.1 0.2
C -0.7167 2.1762 -3.4854 0.2 -0.2 0.2
C -0.4738 3.5528 -3.5344 -0.1 0.0 -0.2
C -0.9761 4.3232 -4.5620 -0.1 0.1 0.0
C -1.7476 3.7421 -5.5581 -0.1 0.1 -0.2
C -2.0018 2.3795 -5.5159 -0.1 0.1 -0.2
C -1.4902 1.6021 -4.4974 0.0 0.1 0.0
H 0.1212 3.9999 -2.7546 0.1 0.0 0.1
H -0.7683 5.3848 -4.5878 0.0 0.1 0.0
H -2.1445 4.3459 -6.3617 0.0 0.0 -0.1
H -2.6020 1.9228 -6.2898 -0.1 -0.1 -0.1
H -1.6884 0.5405 -4.4826 0.0 -0.1 0.0
```
Positions in Å, forces in eV/Å.

Summary:
Expectation value of S²: 0.82
Kohn-Sham gap (spin up / spin down): 4.268 / 4.299 eV
HOMO energy (spin up / spin down): -5.551 / -5.570 eV
Multiplicity: 2


No. 3
The following is a quantum chemistry calculation of C5H9NO in the gas phase, from OMol25.

Geometry as XYZ:
```
16
Properties=species:S:1:pos:R:3:forces:R:3
H -3.0042 0.9189 0.4355 0.0 0.0 -0.1
N -2.3401 1.1928 -0.2913 0.2 -0.3 0.1
C -1.3510 0.4052 -0.2805 -0.1 0.2 -0.2
C -0.2245 0.5258 -1.2686 0.0 0.0 0.0
C 1.1563 0.3755 -0.6193 0.0 0.1 0.0
C 1.2156 -0.7099 0.4643 0.0 -0.1 0.0
C -0.0629 -0.8125 1.2997 0.2 0.0 0.1
O -1.2782 -0.6794 0.5549 -0.1 0.1 -0.1
H -0.3855 -0.2509 -2.0266 0.0 0.0 0.1
H -0.3205 1.4943 -1.7646 0.0 -0.2 0.0
H 1.4348 1.3358 -0.1737 -0.1 0.0 0.0
H 1.9041 0.1598 -1.3912 -0.1 0.1 0.1
H 1.4663 -1.6844 0.0336 -0.2 0.1 -0.1
H 2.0329 -0.4560 1.1471 0.0 -0.2 0.0
H -0.0673 -0.0537 2.0940 0.0 0.0 -0.1
H -0.1342 -1.7945 1.7755 0.0 0.2 0.0
```
Positions in Å, forces in eV/Å.

Summary:
SMILES: [H]/N=C1/CCCCO1
Relative energy (zero: lowest compared OMol25 entry of this formula, charge and spin): 93.4 kJ/mol
Kohn-Sham gap: 10.914 eV
HOMO energy: -10.005 eV


No. 4
The following is a quantum chemistry calculation of a molecular structure, C3H3AgLiO4, from OMol25.

Geometry as XYZ:
```
12
Properties=species:S:1:pos:R:3:forces:R:3
H 0.8472 2.4755 0.7147 -0.2 -0.2 0.0
O -0.4536 0.9604 1.3140 -0.5 1.0 0.3
O 1.0074 -0.6390 -0.3168 -0.7 -1.2 -0.4
C 0.2633 1.6006 0.3402 0.5 0.0 -0.5
C 1.2619 0.7064 -0.3400 -0.1 0.4 -0.2
H -0.3987 2.0416 -0.4518 0.0 -0.2 0.3
H 2.0686 1.0335 -0.9992 -0.3 -0.1 0.2
O -0.7626 -0.7428 -1.8289 1.5 -0.6 1.6
C -0.2282 -1.1413 -0.7851 -0.6 2.7 -2.5
O -0.7559 -1.9739 0.0097 -1.2 -3.0 1.4
Li -2.2097 -3.3579 0.3351 1.1 1.2 -0.6
Ag -0.6396 -0.9631 2.0081 0.3 0.1 0.3
```
Positions in Å, forces in eV/Å.

Summary:
Expectation value of S²: 0.75
Relative energy (zero: lowest compared OMol25 entry of this formula, charge and spin): 316.4 kJ/mol
Kohn-Sham gap (spin up / spin down): 4.038 / 5.341 eV
HOMO energy (spin up / spin down): -6.070 / -7.377 eV
Multiplicity: 2


No. 5
The following is a quantum chemistry calculation of C2H3NO2S2 in the gas phase, from OMol25.

Geometry as XYZ:
```
10
Properties=species:S:1:pos:R:3:forces:R:3
C -2.3678 -1.0784 -0.0732 2.4 0.6 0.1
C -0.3733 0.4173 -0.1147 0.5 -0.5 -2.2
N -1.0401 -0.8334 -0.4376 0.8 0.1 1.0
O -2.8504 -2.1525 -0.0181 -1.0 -1.4 -0.1
O 0.2403 0.5451 1.1257 -1.4 1.1 0.4
S -3.1423 0.4529 0.2748 -4.4 -2.3 1.5
S -1.6320 1.7050 -0.3052 4.1 3.8 -1.4
H 0.4694 0.4515 -0.8758 -1.3 0.7 0.4
H -0.3419 -1.5670 -0.4245 -0.8 -0.6 -0.2
H 0.7044 -0.2519 1.2745 1.0 -1.4 0.5
```
Positions in Å, forces in eV/Å.

Summary:
Expectation value of S²: 2.01
Relative energy (zero: lowest compared OMol25 entry of this formula, charge and spin): 0.0 kJ/mol
Kohn-Sham gap (spin up / spin down): 5.889 / 7.738 eV
HOMO energy (spin up / spin down): -5.548 / -10.400 eV
Multiplicity: 3


Looking at maximum force for the records above, in order, we have 0.20461; 0.06660; 0.00763; 0.07257; 0.11086 hartree/bohr.
Looking at energy for the records above, in order, we have -8347.83942; -4172.46893; -325.90197; -571.46248; -1079.49856 hartree.